Entry 1:
ORCA calculation (ωB97M-V with the def2-TZVPD basis set) on C17H18KN7O2 as an isolated structure.

Cartesian coordinates (Å):
K -1.1713 0.7873 0.4691
C -0.0089 -1.4929 -2.5183
N 0.3891 -1.6710 -1.1322
C -0.1289 -2.8811 -0.5166
C -0.2258 -2.7288 0.9721
N -0.5253 -1.6238 1.5893
C -0.5462 -1.9513 2.9460
C -0.7972 -1.1341 4.0472
C -0.7536 -1.7196 5.2968
C -0.4626 -3.0858 5.4550
C -0.2093 -3.9056 4.3693
C -0.2596 -3.3032 3.1158
N -0.0514 -3.7803 1.8262
C 0.0168 -0.0441 -2.9041
N -0.2905 0.9421 -2.1136
C -0.1734 2.0930 -2.8948
C -0.3736 3.4258 -2.5382
C -0.1869 4.3811 -3.5173
C 0.1950 4.0262 -4.8228
C 0.3989 2.7069 -5.1871
C 0.2043 1.7542 -4.1914
N 0.3257 0.3691 -4.1687
H -1.0236 -1.8739 -2.7025
H 0.6529 -2.0505 -3.1866
H 0.1856 -0.8525 -0.5764
H 0.5108 -3.7377 -0.7454
H -1.1291 -3.1344 -0.8963
H -1.0158 -0.0784 3.9192
H -0.9451 -1.1146 6.1745
H -0.4318 -3.5055 6.4524
H 0.0200 -4.9574 4.4956
H 0.2116 -4.7139 1.5672
H -0.6631 3.6944 -1.5269
H -0.3353 5.4264 -3.2755
H 0.3372 4.8058 -5.5602
H 0.6986 2.4374 -6.1934
H 0.6181 -0.2199 -4.9274
N 1.3637 1.3397 1.0146
N 1.1430 2.4872 1.7940
C -0.1172 3.0832 2.1283
O -0.0034 4.0901 2.8322
O -1.1700 2.5223 1.6746
H 1.8536 0.6446 1.5614
H 1.9393 1.5743 0.2172
H 1.9348 2.9690 2.1780

Cartesian forces (eV/Å) of the 2 atoms listed first:
K -0.9 -2.2 -1.6
C 0.1 0.2 0.1

net charge	0
multiplicity	1



Entry 2:
ORCA calculation (ωB97M-V with the def2-TZVPD basis set) on an isolated molecule of C17H18N2O.

Cartesian coordinates (Å):
C 2.7762 3.7140 2.7098
C 2.3234 3.9776 1.3262
C 3.4071 3.7971 0.3329
C 1.7350 5.4076 1.1985
C 1.2676 2.9660 0.7726
C 0.5399 3.0244 -0.4057
O -0.0411 1.7885 -0.5796
C 0.2425 1.1245 0.4973
N 0.0343 -0.1327 0.8204
C -0.9417 -0.9941 0.2221
C -2.1554 -0.5745 -0.2423
C -3.0264 -1.5553 -0.7852
C -2.7732 -2.8771 -0.6497
C -1.5813 -3.3067 -0.1002
C -1.1995 -4.6751 -0.1515
C 0.0704 -5.0759 0.1657
C 1.0398 -4.0929 0.4044
C 0.6493 -2.7858 0.5634
C -0.6500 -2.3753 0.2806
N 1.0480 1.6910 1.3213
H 3.3439 2.7760 2.7965
H 3.3983 4.5519 3.1065
H 1.9505 3.7271 3.3932
H 4.2939 4.3630 0.6595
H 3.1824 4.1187 -0.7598
H 3.6921 2.7284 0.3427
H 1.3543 5.6261 0.2001
H 0.9524 5.5956 1.9511
H 2.3846 6.1537 1.4458
H 0.3670 3.7349 -1.1682
H 0.2377 -0.2827 1.8345
H -2.3119 0.5006 -0.1517
H -3.8379 -1.0388 -1.3010
H -3.5782 -3.5001 -1.1428
H -1.9200 -5.4268 -0.5431
H 0.3724 -6.0754 0.2776
H 2.0519 -4.3910 0.5942
H 1.4103 -2.0977 0.8728

Cartesian forces (eV/Å) of the 2 atoms listed first:
C 1.0 0.2 1.2
C -2.8 0.5 -2.0

net charge	0
energy relative to the best compared isomer or geometry (same formula, charge and spin)	222.8	kJ/mol
multiplicity	1



Entry 3:
ORCA calculation (ωB97M-V with the def2-TZVPD basis set) on an isolated molecule of C17H18N4O3S.

Cartesian coordinates (Å):
C -7.2213 -0.9347 0.8751
C -5.9578 -1.6433 0.0908
C -4.9464 -0.5852 -0.5710
C -4.4115 0.1184 0.5287
C -4.9565 1.4932 0.5365
C -3.0065 0.1598 0.2889
N -1.9745 -0.1172 0.7241
N -0.7948 0.0554 0.2379
C -0.7084 0.5541 -0.8316
N 0.2808 1.1012 -1.5683
C 1.5727 0.7967 -1.4210
O 2.5295 0.8579 -2.2358
C 2.0238 0.1353 0.0474
N 3.4195 -0.0780 0.0192
C 4.0884 -1.1623 -0.2349
O 3.7130 -2.2935 -0.7712
C 5.5431 -0.8084 -0.0866
C 6.8437 -1.3345 -0.5259
C 7.9209 -0.7735 -0.0543
C 7.9436 0.4390 0.3046
C 6.7020 1.2306 0.8500
C 5.6145 0.6349 0.4609
C 4.1627 1.0376 0.7648
O 3.8052 2.1914 0.8019
S -2.3354 1.0381 -1.3785
H -7.9175 -1.7461 1.2929
H -7.9133 -0.1809 0.3456
H -7.0278 -0.4165 1.6859
H -6.5270 -2.2344 -0.6766
H -5.7058 -2.1448 0.9054
H -4.3237 -1.3106 -1.1223
H -5.5897 -0.2131 -1.4194
H -4.4010 -0.2448 1.7304
H -4.4317 2.1390 1.3078
H -4.8005 2.3230 -0.3669
H -5.9570 1.5953 0.6604
H 0.1242 1.3195 -2.6067
H 1.6362 0.6126 0.8995
H 1.5679 -0.8388 0.0017
H 6.6212 -2.4610 -0.7926
H 8.9123 -1.1701 -0.4259
H 8.9559 0.7158 0.6048
H 6.9272 2.1428 1.1245

Cartesian forces (eV/Å) of the 2 atoms listed first:
C -2.6 -2.4 -4.3
C -5.1 4.1 -3.2

net charge	0
energy relative to the best compared isomer or geometry (same formula, charge and spin)	1161.7	kJ/mol
multiplicity	1



Entry 4:
ORCA calculation (ωB97M-V with the def2-TZVPD basis set) on an isolated molecule of C17H18N6OS.

Cartesian coordinates (Å):
C 3.2188 -0.7039 1.6076
C 2.4195 -0.3597 0.3882
C 2.4693 -1.1619 -0.7425
C 1.7725 -0.8071 -1.8826
C 0.9916 0.3372 -1.9350
C 0.2548 0.6955 -3.1908
C 0.9075 1.1217 -0.7773
N 0.0583 2.2473 -0.7961
C -0.5087 2.8705 0.2599
O -0.2562 2.6383 1.4295
C -1.5915 3.8635 -0.1236
S -3.2156 3.0910 0.3018
C -2.7555 1.4513 -0.1053
N -2.6560 0.9427 -1.3055
N -2.1182 -0.2656 -1.1908
C -1.8512 -0.4945 0.0789
C -1.1430 -1.6743 0.5381
C -1.2416 -2.8481 -0.2098
C -0.5131 -3.9520 0.1948
N 0.2687 -3.9599 1.2624
C 0.3717 -2.8450 1.9616
C -0.2960 -1.6728 1.6454
N -2.2579 0.5773 0.8197
N -2.2913 0.7852 2.1822
C 1.6314 0.7817 0.3580
H 4.2459 -0.3586 1.4856
H 3.2439 -1.7809 1.7582
H 2.8072 -0.2274 2.4939
H 3.0614 -2.0649 -0.7334
H 1.8329 -1.4367 -2.7580
H 0.5081 -0.0073 -3.9795
H 0.5203 1.6964 -3.5357
H -0.8222 0.6453 -3.0315
H -0.3166 2.4564 -1.7115
H -1.5289 4.7585 0.4924
H -1.5929 4.1193 -1.1816
H -1.8701 -2.8687 -1.0844
H -0.5564 -4.8810 -0.3578
H 1.0275 -2.8903 2.8212
H -0.1113 -0.7824 2.2261
H -1.9803 -0.0443 2.6753
H -1.7126 1.5935 2.4233
H 1.5759 1.4146 1.2286

Cartesian forces (eV/Å) of the 2 atoms listed first:
C 0.0 0.0 -0.1
C 0.0 0.0 -0.2

net charge	0
energy relative to the best compared isomer or geometry (same formula, charge and spin)	11.7	kJ/mol
multiplicity	1



Entry 5:
ORCA calculation (ωB97M-V with the def2-TZVPD basis set) on C17H18N8RhS3 as an isolated structure.

Cartesian coordinates (Å):
Rh -0.6849 -0.2789 -0.1206
C -1.2896 3.9377 -0.7251
C -2.0010 2.9183 0.1168
S -1.2083 1.6127 0.9856
C -3.2375 2.8594 0.5197
C -4.3946 3.7478 0.1707
S -3.2923 1.5241 1.6015
H -0.2629 3.6348 -0.9284
H -1.2572 4.8999 -0.2085
H -1.7931 4.0893 -1.6812
H -4.0662 4.6538 -0.3378
H -4.9459 4.0307 1.0683
H -5.0913 3.2202 -0.4850
N 3.3868 -1.1739 0.0789
C 4.2625 -0.0384 0.1028
C 5.6258 -0.2338 0.0800
C 6.4874 0.8611 0.0902
C 5.9707 2.1413 0.1147
C 4.5897 2.3291 0.1337
C 3.7398 1.2415 0.1338
S 1.9859 1.5527 0.1910
N 1.3381 -0.0369 0.0604
C 2.0419 -1.0971 -0.0003
C 1.2715 -2.3905 -0.1777
C 1.8435 -3.6344 -0.0550
C 1.0484 -4.7675 -0.2102
C -0.2857 -4.6017 -0.5114
C -0.7871 -3.3122 -0.6252
N -0.0357 -2.2284 -0.4493
H 3.8195 -2.0736 0.0025
H 6.0228 -1.2437 0.0538
H 7.5580 0.7032 0.0765
H 6.6318 2.9976 0.1178
H 4.1752 3.3315 0.1512
H 2.8899 -3.7493 0.1902
H 1.4728 -5.7564 -0.0937
H -0.9428 -5.4489 -0.6521
H -1.8217 -3.1360 -0.8805
N -5.3119 -1.9732 1.4621
N -4.4300 -1.4378 0.5384
N -4.8074 -1.1488 -0.6828
C -3.6591 -0.7260 -1.2015
N -2.6656 -0.7860 -0.3151
N -3.1822 -1.2533 0.8195
H -6.2212 -1.5577 1.3094
H -4.9364 -1.8193 2.3884
H -3.5505 -0.3829 -2.2162

Cartesian forces (eV/Å) of the 2 atoms listed first:
Rh -0.1 0.0 -0.1
C -0.1 -0.1 0.1

net charge	+1
energy relative to the best compared isomer or geometry (same formula, charge and spin)	124.5	kJ/mol
multiplicity	1



The calculation returns the following E values, one per record and in order: -1792.3966, -843.2994, -1501.1750, -1460.5791, -2401.5134 a.u..